Entry A
Computed, not measured: a molecular structure, C3H7NS, with ωB97M-V with the def2-TZVPD basis set.

```
12
Properties=species:S:1:pos:R:3
C 1.213 0.916 0.246
C 0.132 -0.249 0.803
C -1.146 -0.279 -0.145
H 2.054 0.622 -0.863
H 0.400 2.035 0.085
H 1.847 1.034 1.237
H 0.669 -1.483 0.990
H -0.187 0.407 2.101
H 0.061 -1.549 -1.318
H -1.644 -1.136 -2.011
N -0.928 -0.986 -1.362
S -2.471 0.668 0.237
```

## Properties
- HOMO energy: -8.39 eV
- 2S+1: 1

Here are the Löwdin charges for atoms 1 to 4, given in e: atom 1 (C): -0.224, atom 2 (C): -0.346, atom 3 (C): -0.936, atom 4 (H): 0.148

***

Entry B
Computed, not measured: C3H7NS in the gas phase, with ωB97M-V with the def2-TZVPD basis set.

```
12
Properties=species:S:1:pos:R:3
C -2.697 0.465 -0.033
C 1.107 -0.470 0.018
C 2.458 0.089 -0.044
H -3.507 -0.290 0.015
H -2.719 1.050 -0.920
H -2.762 1.131 0.827
H 1.170 -1.621 -0.077
H 2.428 1.081 -0.535
H 2.963 0.054 0.940
H 3.003 -0.662 -0.541
N -0.026 0.046 0.322
S -1.418 -0.874 0.028
```

## Properties
- HOMO energy: -8.33 eV
- 2S+1: 1
- SMILES string: C/C=N/SC

Here are the Löwdin charges for atoms 1 to 4, given in e: atom 1 (C): -0.381, atom 2 (C): -0.382, atom 3 (C): -0.093, atom 4 (H): 0.011

***

Entry C
Computed, not measured: C3H7NS in the gas phase, with ωB97M-V with the def2-TZVPD basis set.

```
12
Properties=species:S:1:pos:R:3
C -1.035 0.970 -0.461
C 0.597 -0.364 0.855
C 0.841 -1.107 -0.461
H -1.880 1.643 -0.252
H -1.478 0.004 -0.794
H -0.432 1.387 -1.300
H -0.342 1.264 1.550
H 0.628 -0.352 -1.175
H 1.922 -1.425 -0.431
H 0.118 -1.921 -0.551
N -0.140 0.744 0.714
S 1.202 -0.844 2.306
```

## Properties
- HOMO energy: -8.16 eV
- 2S+1: 1
- SMILES string: CNC(C)=S

Here are the Löwdin charges for atoms 1 to 4, given in e: atom 1 (C): -0.077, atom 2 (C): -0.932, atom 3 (C): -0.096, atom 4 (H): 0.086

***

entry C (0.0440 hartree below the next structure)

***

Entry A
Computed, not measured: C3H3NOS2 in the gas phase, with ωB97M-V with the def2-TZVPD basis set.

```
10
Properties=species:S:1:pos:R:3
C 1.301 1.430 -0.099
C 3.063 -0.323 -0.302
C -0.748 -0.156 -0.685
N 2.015 0.278 -0.392
O 3.985 -1.046 -0.247
S -0.328 1.420 -0.201
S -2.416 -0.573 -0.479
H 1.855 2.190 0.392
H -0.078 -0.736 -1.234
H -2.369 0.265 0.520
```

## Properties
- HOMO energy (alpha / beta): -7.34 / -7.19 eV
- 2S+1: 1

Here are the Löwdin charges for atoms 1 to 4, given in e: atom 1 (C): -0.534, atom 2 (C): -0.285, atom 3 (C): -0.898, atom 4 (N): 0.050

***

Entry B
Computed, not measured: C3H3NOS2 in the gas phase, with ωB97M-V with the def2-TZVPD basis set.

```
10
Properties=species:S:1:pos:R:3
C 1.122 0.893 -0.174
C -0.648 -0.094 -1.403
C -0.521 -0.376 0.910
H 1.365 1.622 -1.058
H -0.473 0.710 -2.158
H -0.712 -1.524 0.706
N -0.059 0.210 -0.207
O -0.619 0.279 1.896
S 2.312 0.770 1.227
S -1.970 -1.210 -1.677
```

## Properties
- HOMO energy: -9.28 eV
- 2S+1: 1
- SMILES string: O=CN(C=S)C=S

Here are the Löwdin charges for atoms 1 to 4, given in e: atom 1 (C): -0.445, atom 2 (C): -0.532, atom 3 (C): -0.389, atom 4 (H): 0.114

***

entry A (0.0024 hartree below the next structure)

***

Entry A
Computed, not measured: C2H2OS in the gas phase, with ωB97M-V with the def2-TZVPD basis set.

```
6
Properties=species:S:1:pos:R:3
C 0.089 0.502 0.008
C -1.131 -0.373 0.008
H -0.123 1.575 0.008
H -0.917 -1.456 0.013
O -2.248 0.083 -0.008
S 1.580 -0.097 -0.003
```

## Properties
- HOMO energy: -9.58 eV
- 2S+1: 1
- SMILES string: O=CC=S

Here are the Löwdin charges for atoms 1 to 4, given in e: atom 1 (C): -0.628, atom 2 (C): -0.346, atom 3 (H): 0.062, atom 4 (H): 0.107

***

Entry B
Computed, not measured: 2 unconnected molecules or ions with the total composition C2H2OS, with ωB97M-V with the def2-TZVPD basis set.

```
6
Properties=species:S:1:pos:R:3
C 0.309 1.483 -0.560
C -0.449 1.151 0.290
O -0.102 -1.861 0.268
S 0.337 -3.274 0.180
H 1.037 1.873 -1.135
H -1.132 0.627 0.957
```

## Properties
- HOMO energy (alpha / beta): -9.40 / -9.39 eV
- 2S+1: 1
- SMILES string: C#C.O=S

Here are the Löwdin charges for atoms 1 to 4, given in e: atom 1 (C): 0.000, atom 2 (C): -0.021, atom 3 (O): -0.712, atom 4 (S): 0.719

***

Entry C
Computed, not measured: C2H2OS in the gas phase, with ωB97M-V with the def2-TZVPD basis set.

```
6
Properties=species:S:1:pos:R:3
C 0.669 -0.436 -0.061
C -0.649 0.153 -0.060
O 1.412 -1.370 0.124
S 0.794 1.301 0.031
H -1.239 0.239 -1.056
H -0.987 0.112 1.021
```

## Properties
- HOMO energy: -9.82 eV
- 2S+1: 1
- SMILES string: O=C1CS1

Here are the Löwdin charges for atoms 1 to 4, given in e: atom 1 (C): -0.791, atom 2 (C): -0.343, atom 3 (O): 0.057, atom 4 (S): 0.858

***

entry A (0.0111 hartree below the next structure)

***

Entry A
Computed, not measured: a molecular structure, C32H35Ge2NPdS5, with ωB97M-V with the def2-TZVPD basis set.

```
76
Properties=species:S:1:pos:R:3
Pd 0.217 0.109 -0.068
C 1.947 0.930 6.797
C 0.904 1.653 5.933
C 1.667 2.526 4.932
C 0.047 2.568 6.815
C 0.016 0.626 5.247
C -0.615 -0.379 5.994
C -1.321 -1.410 5.405
C -1.406 -1.453 4.025
S -2.081 -2.660 2.968
C -1.528 -1.700 1.589
N -0.958 -0.577 1.916
C -0.844 -0.415 3.261
C -0.156 0.623 3.877
C -1.699 -2.089 0.219
C -2.608 -3.079 -0.165
C -2.877 -3.288 -1.500
C -2.205 -2.539 -2.460
C -1.222 -1.636 -2.093
C -0.964 -1.372 -0.752
H 2.603 1.660 7.268
H 2.556 0.272 6.181
H 1.489 0.335 7.584
H 2.362 3.167 5.471
H 0.995 3.165 4.367
H 2.240 1.920 4.235
H 0.678 3.315 7.294
H -0.469 2.004 7.589
H -0.697 3.081 6.209
H -0.537 -0.376 7.070
H -1.764 -2.192 6.001
H 0.268 1.373 3.230
H -3.111 -3.654 0.600
H -3.615 -4.018 -1.804
H -2.450 -2.669 -3.506
H -0.669 -1.105 -2.862
S -0.268 1.520 -2.041
S 1.409 2.390 -2.514
S 2.104 3.287 0.080
S 1.428 1.772 1.094
C 4.278 -3.775 -1.927
Ge 2.596 -2.706 -2.125
C 1.261 -3.911 -3.001
C 2.972 -1.303 -3.480
Ge 1.882 -1.491 -0.109
C 3.585 -0.629 0.498
C 4.073 0.435 -0.259
C 5.186 1.150 0.142
C 5.834 0.813 1.319
C 5.375 -0.253 2.073
C 4.263 -0.970 1.663
C 1.535 -2.861 1.289
C 1.468 -2.495 2.630
C 1.226 -3.435 3.616
C 1.039 -4.764 3.271
C 1.087 -5.141 1.940
C 1.329 -4.195 0.962
H 4.576 -4.185 -2.889
H 4.157 -4.597 -1.229
H 5.071 -3.129 -1.566
H 1.723 -4.393 -3.858
H 0.415 -3.326 -3.347
H 0.886 -4.683 -2.338
H 3.073 -1.721 -4.478
H 3.885 -0.766 -3.237
H 2.154 -0.584 -3.485
H 3.551 0.725 -1.166
H 5.537 1.986 -0.449
H 6.694 1.381 1.653
H 5.879 -0.524 2.994
H 3.913 -1.807 2.255
H 1.597 -1.451 2.903
H 1.166 -3.134 4.654
H 0.862 -5.506 4.038
H 0.936 -6.178 1.667
H 1.365 -4.488 -0.081
```

## Properties
- Total charge: -1
- HOMO energy (alpha / beta): -3.70 / -3.69 eV
- 2S+1: 2

Here are the Löwdin charges for atoms 1 to 4, given in e: atom 1 (Pd): 0.293, atom 2 (C): -0.050, atom 3 (C): -0.556, atom 4 (C): -0.062

***

Entry B
Computed, not measured: a molecular structure, C32H35Ge2NPdS5, with ωB97M-V with the def2-TZVPD basis set.

```
76
Properties=species:S:1:pos:R:3
Pd 0.229 0.354 -0.523
C -5.896 -3.403 0.895
C -4.517 -3.742 0.309
C -4.565 -5.144 -0.316
C -3.499 -3.752 1.450
C -4.161 -2.728 -0.777
C -5.023 -2.552 -1.877
C -4.739 -1.658 -2.890
C -3.567 -0.912 -2.799
S -2.937 0.283 -3.887
C -1.580 0.524 -2.803
N -1.601 -0.224 -1.748
C -2.707 -1.058 -1.711
C -3.001 -1.979 -0.708
C -0.537 1.517 -3.043
C -0.559 2.304 -4.197
C 0.389 3.288 -4.388
C 1.357 3.485 -3.411
C 1.380 2.696 -2.270
C 0.450 1.676 -2.043
H -6.159 -4.127 1.671
H -6.678 -3.422 0.133
H -5.888 -2.407 1.342
H -4.817 -5.889 0.444
H -3.594 -5.403 -0.743
H -5.309 -5.202 -1.114
H -3.803 -4.484 2.203
H -3.430 -2.777 1.938
H -2.501 -4.027 1.102
H -5.934 -3.134 -1.945
H -5.412 -1.536 -3.730
H -2.304 -2.085 0.109
H -1.328 2.139 -4.946
H 0.366 3.905 -5.278
H 2.102 4.264 -3.537
H 2.143 2.898 -1.531
S 0.226 -1.867 0.619
S -0.036 -3.650 2.874
S -0.411 -2.186 4.029
S -0.686 -0.428 1.657
C 0.299 3.055 3.222
Ge 1.554 3.343 1.729
C 0.501 4.388 0.429
C 3.021 4.507 2.354
Ge 2.031 1.150 0.731
C 2.824 0.075 2.203
C 3.070 0.648 3.451
C 3.642 -0.084 4.486
C 3.987 -1.411 4.283
C 3.776 -1.993 3.039
C 3.205 -1.256 2.011
C 3.585 1.152 -0.535
C 4.617 2.091 -0.517
C 5.598 2.104 -1.503
C 5.576 1.157 -2.517
C 4.570 0.198 -2.541
C 3.584 0.204 -1.563
H -0.073 4.007 3.608
H 0.746 2.492 4.042
H -0.544 2.472 2.847
H -0.099 5.152 0.929
H -0.166 3.705 -0.097
H 1.137 4.873 -0.314
H 2.595 5.410 2.798
H 3.662 4.801 1.521
H 3.639 4.010 3.104
H 2.816 1.689 3.618
H 3.808 0.380 5.452
H 4.424 -1.990 5.089
H 4.048 -3.029 2.874
H 3.047 -1.718 1.047
H 4.642 2.834 0.274
H 6.375 2.860 -1.490
H 6.341 1.162 -3.284
H 4.548 -0.541 -3.333
H 2.781 -0.522 -1.605
```

## Properties
- Total charge: -1
- HOMO energy (alpha / beta): -4.19 / -4.24 eV
- 2S+1: 2

Here are the Löwdin charges for atoms 1 to 4, given in e: atom 1 (Pd): 0.360, atom 2 (C): -0.053, atom 3 (C): -0.557, atom 4 (C): -0.050

***

entry B (0.0181 hartree below the next structure)

***

Entry A
Computed, not measured: 2 unconnected molecules or ions with the total composition C5H11F2N, with ωB97M-V with the def2-TZVPD basis set.

```
19
Properties=species:S:1:pos:R:3
C -0.557 0.809 -2.386
C -1.263 -0.695 1.676
C 0.620 -0.072 -2.066
C 1.262 -0.851 1.382
C -0.037 -0.093 1.214
N -0.018 1.211 0.738
F 1.745 -0.517 2.612
F 1.095 -2.188 1.341
H -0.949 1.141 -1.413
H -0.191 1.844 -2.833
H -1.186 0.306 -3.043
H -1.313 -1.672 1.451
H -1.298 -0.814 2.783
H -2.202 -0.414 1.250
H 0.863 -0.886 -2.623
H 1.365 0.302 -1.438
H 1.944 -0.540 0.676
H -0.722 1.465 0.069
H 0.841 1.665 0.610
```

## Properties
- HOMO energy (alpha / beta): -8.24 / -6.67 eV
- 2S+1: 1

Here are the Löwdin charges for atoms 1 to 4, given in e: atom 1 (C): -0.156, atom 2 (C): -0.057, atom 3 (C): -0.012, atom 4 (C): -0.376

***

Entry B
Computed, not measured: C5H11F2N in the gas phase, with ωB97M-V with the def2-TZVPD basis set.

```
19
Properties=species:S:1:pos:R:3
C 1.259 -1.210 0.810
C 0.782 0.011 0.106
C 1.251 1.334 0.649
C -0.754 -0.023 -0.043
C -1.549 -0.206 1.206
H 0.970 -1.281 1.874
H 2.352 -1.159 0.820
H 0.970 -2.158 0.295
H 0.706 2.168 0.135
H 1.024 1.339 1.740
H 2.332 1.478 0.527
H 0.915 0.642 -1.867
H 1.099 -0.972 -1.716
H -1.209 -1.057 1.732
H -2.596 -0.367 0.954
H -1.469 0.656 1.847
N 1.319 -0.078 -1.290
F -1.188 1.198 -0.561
F -1.063 -0.995 -0.959
```

## Properties
- HOMO energy: -9.46 eV
- 2S+1: 1
- SMILES string: CC(C)(N)C(C)(F)F

Here are the Löwdin charges for atoms 1 to 4, given in e: atom 1 (C): -0.048, atom 2 (C): -0.572, atom 3 (C): -0.032, atom 4 (C): -0.528

***

entry B (0.1794 hartree below the next structure)